[1]
Computed, not measured: a molecular structure, C24H15F8IN7OPd, with ωB97M-V/def2-TZVPD.

Energy above the lowest of the compared OMol25 structures with the same formula, charge and spin (eV): 0.0334
Net charge: +1
HOMO energy (alpha / beta) (eV): -10.751 / -10.752
F_max (Eh/bohr): 0.0108

Cartesian coordinates (Å):
Pd -0.75 1.19 0.44
C 1.15 -0.29 2.24
N 0.04 0.67 2.30
C -1.04 0.11 3.14
C 0.51 1.99 2.82
C -0.60 3.00 2.68
N -1.08 2.90 1.31
C -2.24 3.54 0.92
C -2.74 3.26 -0.36
F -2.09 2.29 -1.10
C -3.84 3.87 -0.90
F -4.25 3.50 -2.12
C -4.53 4.83 -0.19
C -4.05 5.14 1.07
F -4.67 6.06 1.80
C -2.95 4.51 1.62
F -2.55 4.89 2.85
H 1.50 -0.52 3.25
H 1.98 0.14 1.66
H 0.81 -1.20 1.76
H -0.68 -0.02 4.16
H -1.33 -0.86 2.73
H -1.91 0.75 3.12
H 1.37 2.29 2.22
H 0.82 1.89 3.87
H -0.21 4.00 2.88
H -1.38 2.82 3.42
H -5.40 5.32 -0.60
N -4.03 -0.17 -1.28
C -3.74 -0.64 -0.06
O -3.01 -0.06 0.74
C -4.34 -1.98 0.29
I -3.05 -3.49 -0.48
H -3.61 0.69 -1.60
H -4.57 -0.70 -1.94
H -5.33 -2.13 -0.14
H -4.37 -2.09 1.37
F 2.19 -4.87 -2.82
C 2.98 -3.85 -2.52
C 4.30 -3.95 -2.75
F 4.77 -5.07 -3.27
C 5.24 -2.89 -2.45
C 4.63 -1.70 -1.88
C 3.31 -1.60 -1.65
F 2.84 -0.47 -1.12
C 2.38 -2.66 -1.95
C 1.03 -2.56 -1.72
C 0.42 -1.39 -1.17
N -0.13 -0.48 -0.75
C 0.09 -3.61 -2.00
N -0.73 -4.39 -2.18
F 5.41 -0.68 -1.57
C 6.58 -2.99 -2.67
C 7.52 -1.96 -2.37
N 8.32 -1.18 -2.13
C 7.20 -4.16 -3.23
N 7.77 -5.05 -3.68

---

[2]
Computed, not measured: a molecular structure, C24H16Br2Cl5NO3ReS, with ωB97M-V/def2-TZVPD.

Energy above the lowest of the compared OMol25 structures with the same formula, charge and spin (eV): 0.4218
Net charge: +2
HOMO energy (alpha / beta) (eV): -13.889 / -14.128
2S+1: 2
F_max (Eh/bohr): 0.0287
⟨S²⟩: 0.761

Cartesian coordinates (Å):
Re -0.77 -1.97 0.27
Cl -3.65 0.97 6.10
C -2.80 0.03 4.96
C -3.11 0.14 3.61
Cl -4.33 1.18 3.02
C -2.37 -0.63 2.73
Cl -2.66 -0.61 0.99
C -1.35 -1.49 3.11
O -0.67 -2.16 2.15
C -1.06 -1.62 4.46
Cl 0.17 -2.70 4.94
C -1.78 -0.86 5.39
Cl -1.43 -1.00 7.04
C 0.32 1.18 0.94
C 1.38 0.22 0.53
C 2.72 0.62 0.49
C 3.73 -0.25 0.14
C 3.42 -1.58 -0.16
C 4.34 -2.61 -0.51
Br 6.17 -2.22 -0.61
C 3.91 -3.89 -0.76
C 2.54 -4.22 -0.68
Br 1.98 -5.97 -1.00
C 1.63 -3.24 -0.36
O 0.28 -3.43 -0.23
C 2.07 -1.94 -0.11
N 1.06 -1.05 0.21
H 0.72 2.19 0.97
H -0.04 0.93 1.94
H -0.52 1.16 0.25
H 2.95 1.65 0.74
H 4.76 0.09 0.11
H 4.62 -4.66 -1.02
C -1.09 5.13 -1.65
C -0.96 3.66 -1.91
C 0.27 3.09 -2.25
C 0.38 1.73 -2.50
C -0.76 0.94 -2.44
C -2.00 1.48 -2.11
C -2.09 2.83 -1.85
S -0.55 -0.78 -2.72
C -1.66 -1.07 -4.08
O -1.35 -1.52 -1.56
H -0.12 5.60 -1.56
H -1.66 5.31 -0.74
H -1.63 5.61 -2.47
H 1.14 3.72 -2.31
H 1.34 1.30 -2.76
H -2.89 0.86 -2.07
H -3.06 3.26 -1.61
H -2.64 -0.67 -3.85
H -1.70 -2.15 -4.25
H -1.22 -0.58 -4.95

---

[3]
Computed, not measured: a molecular structure, C24H16BrCl3NO3Se2SiTaTe2, with ωB97M-V/def2-TZVPD.

Energy above the lowest of the compared OMol25 structures with the same formula, charge and spin (eV): 0.5688
Net charge: 0
HOMO energy (eV): -7.611
F_max (Eh/bohr): 0.0584

Cartesian coordinates (Å):
Ta 0.49 1.65 0.74
Br -3.05 2.52 2.15
C -1.76 2.02 3.38
C -2.04 2.28 4.71
C -1.09 1.85 5.63
C 0.05 1.16 5.23
C 0.26 0.98 3.84
N -0.64 1.47 2.92
C 1.39 0.21 3.24
O 2.30 -0.31 3.80
O 1.21 0.14 1.85
H -2.81 3.04 4.86
H -1.34 2.03 6.68
H 0.82 0.93 5.95
Se 2.04 3.42 1.65
Te 0.02 5.35 1.71
Te -0.92 5.50 -0.81
Se -1.17 2.98 -0.85
Cl 6.19 0.40 -4.16
C 4.75 0.53 -3.29
C 4.28 -0.62 -2.57
C 3.19 -0.47 -1.78
Cl 2.58 -1.89 -0.92
C 2.54 0.77 -1.53
O 1.53 0.88 -0.63
C 2.99 1.84 -2.28
Cl 2.39 3.42 -2.15
C 4.04 1.71 -3.17
H 4.80 -1.54 -2.63
H 4.30 2.58 -3.77
C -1.10 -1.60 -4.79
C -1.96 -2.05 -3.84
C -1.98 -1.52 -2.58
C -1.10 -0.52 -2.19
C -0.29 0.05 -3.20
C -0.29 -0.49 -4.47
Si -1.60 0.15 -0.36
C -1.72 -1.56 0.63
C -0.87 -2.62 0.21
C -1.01 -3.86 0.79
C -1.96 -4.09 1.80
C -2.85 -3.09 2.11
C -2.71 -1.82 1.51
H -1.01 -1.92 -5.85
H -2.69 -2.83 -4.10
H -2.72 -1.98 -1.94
H 0.44 0.81 -2.90
H 0.46 -0.09 -5.16
H -3.11 0.56 -0.59
H -0.05 -2.43 -0.47
H -0.33 -4.65 0.52
H -1.94 -5.02 2.37
H -3.59 -3.22 2.91
H -3.38 -1.04 1.81

---

[4]
Computed, not measured: a molecular structure, C24H16CaN6O2, with ωB97M-V/def2-TZVPD.

Energy above the lowest of the compared OMol25 structures with the same formula, charge and spin (eV): 0.0000
Net charge: 0
HOMO energy (eV): -6.946
F_max (Eh/bohr): 0.0257

Cartesian coordinates (Å):
Ca -0.25 0.32 0.50
O -4.38 1.31 -0.21
C -3.17 1.19 -0.03
N -2.44 0.17 0.40
C -2.96 -1.10 0.83
C -4.28 -1.49 0.69
C -4.70 -2.75 1.11
C -3.79 -3.63 1.67
C -2.45 -3.26 1.81
C -2.02 -2.01 1.41
N -0.68 -1.55 1.55
C 0.33 -2.21 2.09
O 0.43 -3.36 2.55
C 1.66 -1.38 2.13
C 2.84 -2.05 2.41
C 4.03 -1.35 2.42
C 4.02 0.01 2.17
C 2.81 0.61 1.91
N 1.64 -0.06 1.89
C -2.33 2.47 -0.36
C -3.01 3.59 -0.83
C -2.31 4.74 -1.11
C -0.93 4.77 -0.91
C -0.33 3.62 -0.45
N -1.00 2.49 -0.18
H -4.98 -0.79 0.25
H -5.74 -3.03 1.00
H -4.11 -4.61 1.99
H -1.74 -3.94 2.25
H 2.78 -3.11 2.61
H 4.96 -1.86 2.63
H 4.93 0.60 2.18
H 2.75 1.68 1.72
H -4.08 3.50 -0.95
H -2.82 5.62 -1.47
H -0.34 5.65 -1.11
H 0.75 3.60 -0.28
N 5.08 -0.22 -5.20
C 4.24 -0.21 -4.42
C 3.18 -0.20 -3.43
C 2.11 0.67 -3.55
C 1.14 0.65 -2.57
N 1.17 -0.19 -1.53
C 2.20 -1.03 -1.43
C 3.23 -1.08 -2.35
H 2.04 1.37 -4.38
H 0.29 1.32 -2.63
H 2.20 -1.70 -0.58
H 4.04 -1.78 -2.23

---

[5]
Computed, not measured: a molecular structure, C24H16FeN5S2, with ωB97M-V/def2-TZVPD.

Net charge: -1
HOMO energy (alpha / beta) (eV): -2.495 / -4.795
2S+1: 5
F_max (Eh/bohr): 0.0175
⟨S²⟩: 6.181

Cartesian coordinates (Å):
Fe 0.19 0.25 -0.14
C 3.52 0.06 2.57
C 2.91 0.38 3.79
C 1.56 0.20 3.90
C 0.79 -0.22 2.79
N 1.39 -0.39 1.57
C 2.72 -0.29 1.51
N -0.49 -0.50 3.03
C -1.37 -0.82 2.09
N -1.24 -0.66 0.74
C -2.39 -1.10 0.13
N -2.66 -1.10 -1.16
C -1.76 -0.92 -2.12
C -2.26 -0.84 -3.45
C -1.40 -0.80 -4.51
C -0.03 -0.91 -4.26
C 0.40 -0.93 -2.96
N -0.41 -0.88 -1.90
C -3.31 -1.55 1.13
C -4.59 -2.09 1.07
C -5.22 -2.41 2.26
C -4.58 -2.24 3.49
C -3.30 -1.74 3.57
C -2.66 -1.37 2.38
H 4.59 0.12 2.45
H 3.50 0.74 4.62
H 1.02 0.39 4.82
H 3.15 -0.51 0.54
H -3.33 -0.80 -3.56
H -1.77 -0.70 -5.52
H 0.68 -0.95 -5.07
H 1.46 -0.98 -2.72
H -5.07 -2.23 0.12
H -6.23 -2.82 2.24
H -5.10 -2.51 4.40
H -2.79 -1.61 4.51
S 1.88 1.33 -1.16
C 1.49 3.03 -1.20
C 2.36 3.95 -1.79
C 2.03 5.29 -1.81
C 0.84 5.73 -1.25
C -0.03 4.83 -0.67
C 0.28 3.47 -0.64
S -0.80 2.30 0.09
H 3.29 3.60 -2.22
H 2.72 6.00 -2.26
H 0.59 6.78 -1.27
H -0.96 5.15 -0.23

---

[6]
Computed, not measured: a molecular structure, C24H16N2O5PdS3, with ωB97M-V/def2-TZVPD.

Energy above the lowest of the compared OMol25 structures with the same formula, charge and spin (eV): 0.6172
Net charge: -2
HOMO energy (eV): -1.606
F_max (Eh/bohr): 0.0266

Cartesian coordinates (Å):
Pd -0.25 -0.77 -0.50
O -0.30 -1.15 3.51
C -0.82 -1.37 2.41
O -0.87 -0.54 1.45
C -1.58 -2.67 2.23
C -2.28 -3.13 3.35
C -3.07 -4.27 3.29
C -3.16 -4.97 2.09
C -2.46 -4.53 0.99
C -1.64 -3.38 1.03
S -0.69 -3.06 -0.41
H -2.18 -2.57 4.26
H -3.61 -4.61 4.17
H -3.77 -5.86 2.02
H -2.52 -5.07 0.05
C 2.37 -0.04 1.77
C 3.04 -0.19 0.44
C 4.44 -0.03 0.30
C 5.01 -0.14 -0.93
C 4.21 -0.41 -2.06
C 4.74 -0.51 -3.37
C 3.89 -0.76 -4.41
C 2.51 -0.95 -4.20
C 1.95 -0.88 -2.93
S 0.25 -1.18 -2.74
C 2.83 -0.58 -1.84
N 2.28 -0.47 -0.60
H 3.05 0.43 2.49
H 2.06 -1.01 2.16
H 1.47 0.56 1.69
H 5.04 0.18 1.18
H 6.08 -0.01 -1.06
H 5.81 -0.37 -3.53
H 4.28 -0.83 -5.42
H 1.86 -1.15 -5.04
O 0.35 3.03 1.44
C -0.46 2.74 0.58
N -0.34 1.76 -0.36
S -1.57 1.77 -1.40
O -2.43 0.62 -1.26
O -1.14 2.11 -2.73
C -2.46 3.14 -0.69
C -3.67 3.71 -1.03
C -4.14 4.74 -0.22
C -3.42 5.16 0.90
C -2.21 4.56 1.23
C -1.74 3.54 0.42
H -4.22 3.37 -1.89
H -5.08 5.22 -0.45
H -3.81 5.95 1.52
H -1.63 4.86 2.10

---

[7]
Computed, not measured: a molecular structure, C24H17AsBrRhSbSe4, with ωB97M-V/def2-TZVPD.

Energy above the lowest of the compared OMol25 structures with the same formula, charge and spin (eV): 0.0000
Net charge: -1
HOMO energy (alpha / beta) (eV): -4.332 / -4.818
2S+1: 5
F_max (Eh/bohr): 0.0024
⟨S²⟩: 6.041

Cartesian coordinates (Å):
Rh -1.44 0.55 1.18
Se 1.23 4.01 0.57
Sb -0.56 3.19 1.96
Se -0.87 -0.82 2.95
Se -2.22 2.38 -0.13
Se -1.87 4.73 3.23
C 4.94 0.67 1.67
C 4.79 0.44 0.31
C 3.52 0.29 -0.23
C 2.40 0.37 0.59
C 2.55 0.59 1.95
C 3.82 0.74 2.49
As 0.62 0.12 -0.12
C 0.74 -1.72 -0.72
C 0.70 -2.86 0.07
C 0.80 -4.11 -0.54
C 0.93 -4.20 -1.92
C 0.96 -3.06 -2.70
C 0.87 -1.81 -2.10
C 0.89 -0.51 -2.81
C 0.99 -0.34 -4.18
C 0.99 0.94 -4.72
C 0.89 2.05 -3.89
C 0.78 1.90 -2.52
C 0.79 0.62 -1.98
H 5.93 0.80 2.09
H 5.66 0.40 -0.33
H 3.40 0.12 -1.29
H 1.68 0.67 2.59
H 3.93 0.93 3.55
H 0.57 -2.78 1.14
H 0.77 -5.01 0.07
H 1.01 -5.18 -2.39
H 1.06 -3.15 -3.78
H 1.07 -1.20 -4.84
H 1.07 1.07 -5.79
H 0.88 3.05 -4.32
H 0.70 2.76 -1.87
Br -7.83 0.05 3.32
C -6.02 0.22 2.76
C -5.53 -0.67 1.81
C -4.20 -0.54 1.41
C -3.37 0.45 1.92
C -3.90 1.32 2.87
C -5.22 1.21 3.29
H -6.16 -1.44 1.40
H -3.82 -1.24 0.67
H -3.30 2.12 3.29
H -5.62 1.90 4.02

---

[8]
Computed, not measured: a molecular structure, C24H17ClCoN8O3, with ωB97M-V/def2-TZVPD.

Energy above the lowest of the compared OMol25 structures with the same formula, charge and spin (eV): 0.0000
Net charge: +1
HOMO energy (alpha / beta) (eV): -11.312 / -11.454
2S+1: 5
F_max (Eh/bohr): 0.0545
⟨S²⟩: 6.046

Cartesian coordinates (Å):
Co 0.25 -0.25 -0.36
Cl -5.31 -1.16 4.01
C -4.11 -1.44 2.86
C -4.46 -2.06 1.68
C -3.51 -2.14 0.69
C -2.17 -1.62 0.89
O -1.35 -1.63 -0.05
C -1.84 -1.09 2.19
C -0.54 -0.50 2.54
N 0.49 -0.47 1.81
C 1.74 -0.03 2.34
C 2.05 0.11 3.67
C 3.24 0.75 4.06
C 4.10 1.21 3.12
C 3.85 1.11 1.73
C 4.67 1.66 0.75
C 4.30 1.54 -0.57
C 3.07 1.00 -0.88
N 2.23 0.54 0.05
C 2.58 0.57 1.33
C -2.80 -0.96 3.15
H -5.44 -2.35 1.47
H -3.80 -2.60 -0.23
H -0.59 -0.02 3.53
H 1.40 -0.38 4.42
H 3.55 0.89 5.10
H 5.05 1.58 3.47
H 5.60 2.11 0.96
H 4.89 2.04 -1.31
H 2.67 1.04 -1.85
H -2.52 -0.54 4.13
C 1.01 -3.28 -4.20
N 0.47 -1.93 -3.95
C -0.26 -1.24 -4.88
C -0.83 -0.08 -4.64
C -0.79 0.42 -3.29
N -0.01 -0.22 -2.37
C 0.55 -1.40 -2.69
O 1.18 -1.97 -1.79
N -1.38 1.55 -2.99
H 0.66 -3.66 -5.14
H 0.67 -3.95 -3.41
H 2.10 -3.26 -4.24
H -0.33 -1.59 -5.92
H -1.45 0.33 -5.42
H -2.18 1.94 -3.51
H -1.27 1.96 -2.05
O -1.04 1.18 -0.01
N -1.37 1.79 1.07
C -2.18 2.82 0.97
C -2.49 3.37 2.22
N -2.53 3.83 3.26
C -2.76 3.19 -0.30
N -3.04 3.28 -1.40

---

[9]
Computed, not measured: a molecular structure, C24H18AsF7N2O7PPdS, with ωB97M-V/def2-TZVPD.

Energy above the lowest of the compared OMol25 structures with the same formula, charge and spin (eV): 0.5708
Net charge: 0
HOMO energy (alpha / beta) (eV): -9.304 / -9.307
2S+1: 2
F_max (Eh/bohr): 0.0215
⟨S²⟩: 0.757

Cartesian coordinates (Å):
Pd -0.98 -0.84 1.17
O -2.31 0.01 2.73
S -1.22 0.81 3.35
O -1.26 0.97 4.76
O 0.06 0.32 2.75
C -1.43 2.40 2.61
C -1.72 3.49 3.41
C -1.96 4.73 2.83
C -1.92 4.86 1.45
C -1.64 3.76 0.65
C -1.38 2.52 1.23
P -0.99 1.17 0.10
C -2.17 1.29 -1.23
C -1.80 1.36 -2.58
C -2.80 1.47 -3.54
C -4.13 1.51 -3.16
C -4.49 1.45 -1.82
C -3.51 1.35 -0.85
C 0.69 1.36 -0.46
C 1.14 0.49 -1.47
C 2.45 0.60 -1.92
C 3.30 1.54 -1.35
C 2.86 2.37 -0.33
C 1.55 2.28 0.12
H -1.77 3.35 4.48
H -2.19 5.58 3.45
H -2.12 5.82 0.98
H -1.63 3.87 -0.43
H -0.77 1.33 -2.88
H -2.52 1.51 -4.58
H -4.90 1.58 -3.92
H -5.53 1.48 -1.53
H -3.78 1.29 0.20
H 0.49 -0.27 -1.87
H 2.81 -0.06 -2.69
H 4.32 1.61 -1.70
H 3.53 3.09 0.12
H 1.21 2.93 0.92
F 4.52 -2.14 -2.20
C 4.24 -2.93 -1.15
C 3.44 -2.51 -0.18
N 3.13 -3.30 0.91
C 2.35 -2.76 2.02
C 0.97 -2.27 1.63
O -0.01 -2.53 2.34
O 0.84 -1.50 0.59
C 3.70 -4.56 1.08
O 3.53 -5.24 2.06
N 4.49 -4.96 0.02
C 4.85 -4.25 -1.13
O 5.59 -4.72 -1.97
H 2.99 -1.53 -0.20
H 2.87 -1.91 2.48
H 2.22 -3.54 2.76
H 4.90 -5.88 0.12
F -1.18 -1.63 -1.49
As -2.62 -2.60 -1.20
F -3.09 -1.31 -0.06
F -3.41 -1.74 -2.47
F -4.04 -3.47 -0.83
F -2.04 -3.81 -2.26
F -1.77 -3.30 0.16